[1]
# C4H22NO9

A 8-piece molecular cluster, C4H22NO9 overall in a non-equilibrium geometry (ωB97M-V/def2-TZVPD, OMol25).

Last column: natural (NBO) charge in e.
Geometry (Å):
O -3.79 0.42 1.76  -0.576
C -2.74 -0.15 1.53  0.449
C -1.70 0.42 0.55  -0.173
C -0.62 1.15 1.38  -0.438
C 0.79 0.60 1.02  -0.049
O 1.06 0.70 -0.31  -0.935
N -2.35 1.29 -0.46  -0.897
H -2.50 -1.09 1.99  0.159
H -1.26 -0.42 -0.01  0.229
H -0.82 1.06 2.46  0.203
H -0.68 2.23 1.13  0.216
H 1.56 1.13 1.54  0.159
H 0.81 -0.47 1.36  0.151
H -1.74 2.05 -0.72  0.387
H -3.23 1.73 -0.12  0.377
H 2.06 -2.43 2.03  0.467
H 1.87 -2.50 0.48  0.517
O 1.71 -3.01 1.34  -0.985
H 0.19 2.87 -2.15  0.468
H 0.47 2.12 -0.84  0.498
O 0.17 2.99 -1.18  -1.011
H 0.04 0.22 -1.61  0.500
H -1.42 0.26 -2.09  0.496
O -0.53 -0.08 -2.32  -1.001
H -0.51 -1.74 -1.89  0.497
H 0.69 -2.30 -1.18  0.480
O -0.15 -2.59 -1.49  -1.014
H 2.54 -1.45 -1.66  0.474
H 1.74 -0.47 -0.64  0.513
O 2.18 -1.49 -0.82  -1.057
H -0.02 -2.88 1.38  0.492
H -0.87 -2.72 0.10  0.494
O -0.95 -2.65 1.07  -1.050
H 2.48 1.62 -0.46  0.495
H 2.44 3.13 -0.65  0.467
O 3.07 2.43 -0.51  -1.002

## Properties
Total charge: -1
HOMO-LUMO gap, eV: 9.68
LUMO, eV: 3.265

---

[2]
# C7H12N3S3

C7H12N3S3 as an isolated structure in a non-equilibrium geometry (ωB97M-V/def2-TZVPD, OMol25).

Last column: natural (NBO) charge in e.
Geometry (Å):
C -2.88 -1.03 1.30  -0.052
C -3.36 -0.28 0.27  -0.061
C -1.28 0.30 0.62  0.256
C 2.51 -0.55 -1.38  -0.215
C 3.35 0.71 -0.90  -0.578
C 1.64 -0.15 0.72  -0.126
C -2.52 1.52 -1.13  -0.413
N -1.60 -0.67 1.45  -0.473
N -2.34 0.57 -0.13  -0.297
N 1.46 -0.93 -0.45  -0.696
S 3.02 0.98 0.82  0.338
S 1.45 -1.08 2.52  -0.093
S 0.23 1.17 0.65  0.229
H -3.34 -1.84 1.90  0.265
H -4.46 -0.30 -0.08  0.273
H 2.00 -0.36 -2.31  0.215
H 3.16 -1.33 -1.48  0.202
H 4.40 0.55 -1.03  0.247
H 3.15 1.64 -1.50  0.238
H -2.24 1.29 -2.13  0.238
H -3.57 1.86 -0.98  0.232
H -2.01 2.35 -0.92  0.230
H 1.40 -1.96 -0.36  0.416
H -0.96 -1.08 2.08  0.448
H 2.78 -1.38 2.46  0.177

## Properties
Total charge: +1
HOMO-LUMO gap, eV: 9.27
LUMO, eV: -3.017

---

[3]
# C20H12F6IrN5O6S2

C20H12F6IrN5O6S2 as an isolated structure in a non-equilibrium geometry (ωB97M-V/def2-TZVPD, OMol25).

Last column: natural (NBO) charge in e.
Geometry (Å):
Ir 0.57 -0.60 0.39  1.279
O 3.08 -0.68 -2.75  -0.531
C 2.41 -0.41 -1.79  0.634
N 1.78 -1.33 -0.97  -0.515
C 1.97 -2.70 -1.04  0.175
C 2.88 -3.40 -1.83  -0.241
C 2.88 -4.78 -1.74  -0.122
C 2.00 -5.48 -0.88  -0.167
C 1.10 -4.81 -0.09  -0.237
C 1.09 -3.41 -0.16  0.269
N 0.21 -2.58 0.45  -0.523
C -1.02 -2.94 0.98  0.668
O -1.36 -3.94 1.53  -0.477
C -1.94 -1.84 0.49  0.109
C -3.29 -1.85 0.70  -0.187
C -4.06 -0.81 0.19  -0.102
C -3.43 0.20 -0.51  -0.228
C -2.06 0.16 -0.67  0.105
N -1.32 -0.85 -0.21  -0.357
C 2.20 1.01 -1.34  0.102
C 2.93 2.01 -1.93  -0.185
C 2.80 3.31 -1.46  -0.123
C 1.94 3.54 -0.40  -0.209
C 1.22 2.49 0.13  0.079
N 1.33 1.24 -0.33  -0.468
H 3.54 -2.88 -2.50  0.269
H 3.58 -5.34 -2.34  0.236
H 2.06 -6.56 -0.84  0.239
H 0.43 -5.33 0.58  0.260
H -3.71 -2.68 1.26  0.268
H -5.13 -0.79 0.35  0.248
H -3.99 1.03 -0.93  0.253
H -1.53 0.94 -1.20  0.231
H 3.60 1.75 -2.74  0.265
H 3.37 4.12 -1.89  0.244
H 1.81 4.53 0.02  0.249
H 0.53 2.66 0.94  0.243
F 1.04 -1.46 5.75  -0.282
C 1.88 -0.87 4.93  0.774
F 2.83 -1.72 4.55  -0.292
F 2.43 0.18 5.51  -0.286
S 0.97 -0.37 3.40  2.209
O 1.92 0.16 2.42  -0.948
O 0.32 -1.57 2.96  -0.952
N -0.04 0.69 3.96  -1.190
S -0.84 1.52 2.92  2.259
O -0.56 2.92 2.91  -0.884
O -0.86 0.88 1.58  -1.021
C -2.57 1.32 3.52  0.747
F -3.37 2.03 2.73  -0.302
F -2.66 1.76 4.76  -0.281
F -2.91 0.04 3.47  -0.304

## Properties
Total charge: +1
Multiplicity: 2
Expectation value of S²: 0.77
HOMO-LUMO gap (alpha / beta), eV: 7.04 / 6.27
LUMO (alpha / beta), eV: -4.351 / -5.777

---

[4]
# C5H11NO2

C5H11NO2 as an isolated structure in a non-equilibrium geometry (ωB97M-V/def2-TZVPD, OMol25).

Last column: natural (NBO) charge in e.
Geometry (Å):
O 1.09 -0.75 -1.36  -0.758
C 1.61 -0.25 -0.31  0.482
O 2.89 0.38 -0.57  -0.742
C 1.55 -0.82 0.99  -0.067
C 0.75 0.90 0.43  -0.446
C -0.76 0.63 0.61  -0.216
C -2.50 -0.49 -0.71  -0.423
N -1.40 0.49 -0.70  -0.647
H 3.12 -0.08 -1.38  0.494
H 2.13 -0.48 1.84  0.213
H 0.89 -1.63 1.26  0.223
H 1.20 1.32 1.33  0.242
H 0.77 1.75 -0.25  0.318
H -0.97 -0.32 1.14  0.157
H -1.33 1.37 1.17  0.201
H -2.10 -1.43 -1.08  0.192
H -2.95 -0.58 0.28  0.182
H -3.32 -0.14 -1.34  0.197
H -0.70 0.15 -1.34  0.398

## Properties
HOMO-LUMO gap, eV: 7.17
LUMO, eV: -1.220